Record 1
Molecular formula: C26H18MoN4O7S
Method: DFT, ωB97M-V/def2-TZVPD

- multiplicity = 1
- LUMO energy (hartree) = -0.30334
- HOMO-LUMO gap (eV) = 6.26
- ΔE to the lowest compared entry with this formula, charge and spin (kcal per mole) = 16.32
- net charge = +2
- strongest force on any atom (eV/Å) = 3.28

Geometry (Å):
Mo: -0.52340 -0.02640 1.00120
O: -1.44550 -0.16970 3.02590
S: -1.45900 1.30280 3.27530
O: -0.30070 1.78600 3.93920
N: -1.34250 1.60890 1.65290
C: -1.66340 2.70320 0.87950
C: -2.59250 3.69150 1.12280
C: -2.84130 4.65080 0.12910
C: -2.12870 4.67750 -1.04220
C: -1.15170 3.68960 -1.31290
C: -0.34160 3.62230 -2.46600
C: 0.52750 2.56330 -2.60750
C: 0.57310 1.55260 -1.64160
N: -0.16160 1.58470 -0.53820
C: -0.97200 2.66340 -0.35290
C: -2.98240 1.89380 3.93690
C: -3.00140 2.91680 4.87250
C: -4.23420 3.37290 5.31590
C: -5.40240 2.80020 4.82920
C: -5.36020 1.78200 3.88330
C: -4.13680 1.32420 3.42280
H: -3.14130 3.71660 2.05070
H: -3.61050 5.38530 0.31100
H: -2.32670 5.43770 -1.78200
H: -0.39590 4.39500 -3.22130
H: 1.16600 2.48800 -3.47520
H: 1.22820 0.69870 -1.78520
H: -2.07390 3.33870 5.22640
H: -4.28440 4.17100 6.04050
H: -6.35930 3.14690 5.19240
H: -6.27530 1.34900 3.50940
H: -4.05270 0.54230 2.68000
O: 0.99630 0.04800 1.80850
C: 2.03040 -0.61830 2.29660
C: 3.23180 -0.00100 2.64550
C: 4.28740 -0.75440 3.12620
C: 4.15290 -2.12850 3.27730
C: 2.96050 -2.75020 2.95850
C: 1.87400 -2.02050 2.46810
C: 0.59990 -2.64460 2.18210
N: -0.45020 -2.05230 1.59350
C: -1.44910 -2.98080 1.52050
C: -1.00950 -4.14750 2.06970
N: 0.26790 -3.91720 2.47920
H: 3.32080 1.06750 2.52950
H: 5.21840 -0.26870 3.37140
H: 4.97770 -2.71790 3.64410
H: 2.87590 -3.81660 3.08230
H: -2.40610 -2.75130 1.08810
H: -1.50450 -5.09140 2.19700
H: 0.84750 -4.60050 2.94880
O: -0.22670 -2.05390 -2.44130
C: -0.54990 -1.46220 -1.46450
O: 0.22210 -0.94690 -0.53160
C: -2.06170 -1.14820 -1.06800
O: -3.02430 -1.48340 -1.67150
O: -2.01160 -0.44680 0.06020

Record 2
Molecular formula: C26H18N5NiO3S3
Method: DFT, ωB97M-V/def2-TZVPD

- multiplicity = 3
- LUMO energy (alpha / beta) (hartree) = 0.02519 / 0.02670
- HOMO-LUMO gap (alpha / beta) (eV) = 5.31 / 5.44
- ΔE to the lowest compared entry with this formula, charge and spin (kcal per mole) = 0.00
- net charge = -1
- strongest force on any atom (eV/Å) = 0.62

Geometry (Å):
Ni: 0.83850 0.65984 0.62566
S: 1.41430 0.94811 2.81107
C: 2.92088 0.08526 2.88433
C: 3.55775 -0.08443 4.11934
C: 4.76206 -0.76630 4.23397
C: 5.35829 -0.90787 5.52403
N: 5.83496 -1.00612 6.56638
C: 5.36881 -1.30586 3.08809
C: 4.75379 -1.14358 1.85230
C: 3.55007 -0.45672 1.72346
S: 2.84822 -0.26772 0.13522
C: 6.60471 -2.01336 3.17249
N: 7.59549 -2.59630 3.23038
H: 3.09826 0.32445 5.00837
H: 5.22337 -1.56397 0.97403
C: 1.59614 3.01210 -4.35342
C: 1.64770 3.36962 -3.01549
C: 1.23932 2.47003 -2.04304
C: 0.78573 1.21562 -2.42574
C: 0.72496 0.84963 -3.76704
C: 1.13292 1.75369 -4.72627
N: 0.36307 0.36527 -1.36386
N: -0.09679 -0.73659 -1.69295
C: -0.52467 -1.51481 -0.57506
C: -1.14543 -2.73021 -0.79110
C: -1.57472 -3.43518 0.31945
C: -1.36622 -2.90389 1.58311
C: -0.71925 -1.68245 1.70596
N: -0.30792 -1.01607 0.63279
H: 1.91530 3.71533 -5.11146
H: 2.00044 4.34731 -2.71834
H: 1.25125 2.74971 -0.99587
H: 0.36531 -0.13121 -4.04095
H: 1.09076 1.47802 -5.77154
H: -1.28598 -3.08483 -1.80139
H: -2.07212 -4.38821 0.20002
H: -1.69398 -3.42331 2.47190
H: -0.50595 -1.20359 2.65357
C: -5.40530 -1.00078 -2.38126
C: -4.57626 -0.15560 -1.45744
C: -4.57427 -0.38996 -0.08744
C: -3.77009 0.35331 0.76555
C: -2.94752 1.34169 0.25419
C: -2.94799 1.59715 -1.10794
C: -3.75748 0.85541 -1.95266
S: -1.87219 2.28540 1.33262
O: -1.92112 1.60977 2.61089
O: -2.34688 3.64563 1.28515
O: -0.56147 2.14102 0.65981
H: -6.37534 -1.23841 -1.94379
H: -4.90424 -1.94826 -2.59572
H: -5.57651 -0.49866 -3.33335
H: -5.20785 -1.16961 0.32108
H: -3.75534 0.15988 1.82948
H: -2.30447 2.37177 -1.50417
H: -3.74504 1.05882 -3.01741

Record 3
Molecular formula: C26H19BF4IrN4
Method: DFT, ωB97M-V/def2-TZVPD

- multiplicity = 1
- LUMO energy (hartree) = -0.13734
- HOMO-LUMO gap (eV) = 7.21
- ΔE to the lowest compared entry with this formula, charge and spin (kcal per mole) = 33.85
- net charge = +1
- strongest force on any atom (eV/Å) = 1.63

Geometry (Å):
Ir: 0.09059 0.51276 0.13544
C: 1.72958 -0.33542 -3.83230
C: 2.24588 -1.61000 -3.67552
C: 2.11984 -2.24694 -2.45083
C: 1.48599 -1.59943 -1.40837
N: 0.96779 -0.35527 -1.57507
C: 1.09108 0.25532 -2.75894
C: 1.26141 -2.21597 -0.07125
C: 1.74253 -3.42643 0.38886
C: 1.41740 -3.80777 1.68821
C: 0.64992 -2.98420 2.49805
C: 0.24432 -1.76229 1.98865
N: 0.52865 -1.44898 0.72851
C: -0.48070 -0.68151 2.71650
C: -0.65960 -0.66397 4.08016
C: -1.33727 0.39992 4.65606
C: -1.84700 1.39964 3.84708
C: -1.62048 1.33295 2.48524
N: -0.93739 0.32707 1.92780
H: 1.81997 0.20157 -4.76559
H: 2.72962 -2.11360 -4.50160
H: 2.50155 -3.24820 -2.31387
H: 0.66379 1.24652 -2.83277
H: 2.37249 -4.05336 -0.22542
H: 1.79846 -4.74037 2.08172
H: 0.41066 -3.27065 3.51190
H: -0.23460 -1.44688 4.69156
H: -1.45685 0.44799 5.73013
H: -2.39298 2.23649 4.25865
H: -1.98065 2.09826 1.81075
C: -2.95308 0.30631 -2.76687
C: -3.12761 1.64134 -3.12310
C: -2.48304 2.62296 -2.40332
C: -1.66153 2.27261 -1.33365
N: -1.47212 0.96442 -1.01660
C: -2.11868 0.01111 -1.71765
C: -0.89212 3.17317 -0.50417
C: -1.17834 4.52716 -0.32428
C: -0.36697 5.26980 0.50796
C: 0.71414 4.65359 1.13623
C: 0.98411 3.30071 0.97366
C: 0.16234 2.52359 0.15672
H: -3.45438 -0.49175 -3.29484
H: -3.76096 1.90578 -3.95977
H: -2.58790 3.66643 -2.66402
H: -1.95163 -1.00635 -1.39208
H: -2.03354 4.98575 -0.80826
H: -0.56460 6.32166 0.66418
H: 1.36629 5.23853 1.77309
H: 1.83844 2.87843 1.47773
F: 1.65198 1.26725 3.24917
B: 2.61111 0.61528 2.48026
F: 2.77219 -0.70732 2.87809
F: 3.77771 1.31381 2.37361
F: 2.04616 0.54896 1.06623

Record 4
Molecular formula: C26H19BrCl3N4O2Rh
Method: DFT, ωB97M-V/def2-TZVPD

- multiplicity = 5
- LUMO energy (alpha / beta) (hartree) = -0.23456 / -0.31596
- HOMO-LUMO gap (alpha / beta) (eV) = 7.14 / 4.92
- net charge = +2
- strongest force on any atom (eV/Å) = 0.38

Geometry (Å):
Rh: -0.41302 -0.47445 0.09174
C: -2.45401 -0.42878 -2.48456
C: -2.21910 0.98084 -2.04663
C: -2.89059 2.05128 -2.63179
C: -2.65047 3.33582 -2.18823
C: -1.72747 3.54395 -1.17049
C: -1.08671 2.44877 -0.62725
N: -1.34503 1.19954 -1.05571
C: -0.04484 2.55321 0.42274
C: 0.39429 3.73899 0.99168
C: 1.40974 3.68484 1.93457
C: 1.97791 2.46792 2.28003
C: 1.49265 1.31651 1.67935
N: 0.50148 1.39318 0.78921
C: 2.01531 -0.05206 1.92067
C: 3.08091 -0.32274 2.75527
C: 3.51338 -1.63869 2.87757
C: 2.87189 -2.63330 2.16582
C: 1.80171 -2.30311 1.33944
C: 1.06337 -3.33080 0.53988
N: 1.40118 -1.03250 1.23390
H: -3.03789 -0.45448 -3.40121
H: -2.99719 -0.98444 -1.71863
H: -1.50732 -0.93854 -2.67787
H: -3.59537 1.86033 -3.42831
H: -3.16840 4.17460 -2.63275
H: -1.51679 4.54165 -0.81768
H: -0.03793 4.68784 0.71287
H: 1.76521 4.59596 2.39625
H: 2.77620 2.42819 3.00533
H: 3.57238 0.46666 3.30272
H: 4.34552 -1.87898 3.52497
H: 3.18284 -3.66507 2.24557
H: 1.34012 -4.33631 0.84814
H: 1.29462 -3.23066 -0.52286
H: -0.01852 -3.23602 0.67235
Br: -6.73822 -3.73584 2.19029
C: -5.45505 -2.53945 2.86493
C: -5.59897 -2.01152 4.14435
C: -4.65530 -1.12744 4.64888
C: -3.56311 -0.76414 3.88291
C: -3.42606 -1.29923 2.60071
C: -4.36840 -2.18939 2.08441
C: -2.28080 -0.92516 1.79051
O: -2.14132 -1.40931 0.56627
O: -1.35945 -0.15665 2.14915
H: -6.45215 -2.29627 4.74478
H: -4.78149 -0.72650 5.64453
H: -2.81960 -0.07666 4.26146
H: -4.25076 -2.60294 1.09305
Cl: 3.25887 2.12350 -2.07637
C: 3.07792 0.55516 -2.89424
Cl: 4.50485 -0.44748 -2.65823
Cl: 2.70003 0.76569 -4.59845
C: 1.93723 -0.10763 -2.24149
N: 1.05410 -0.59434 -1.69827